ORCA calculation (ωB97M-V/def2-TZVPD) on a molecular structure, C34H57InN3O2SeSi in a non-equilibrium geometry.

Cartesian coordinates (Å):
O: -1.13384 0.47439 -2.60220
O: 1.72301 0.72923 -3.74792
C: -1.58220 -0.77771 -3.37291
C: -3.08240 -0.86967 -3.32706
H: -1.07085 -1.61615 -2.89302
H: -1.16179 -0.61178 -4.36496
H: -3.43390 -0.98153 -2.29187
H: -3.42916 -1.74622 -3.88724
H: -3.54542 0.01296 -3.78564
C: -1.26557 1.85108 -3.19049
C: -1.15609 1.81592 -4.68501
H: -0.47078 2.43078 -2.71821
H: -2.24182 2.21370 -2.85613
H: -0.14001 1.54629 -4.99548
H: -1.35582 2.82601 -5.05865
H: -1.88340 1.15874 -5.17507
C: 2.48117 1.87409 -3.33251
C: 2.44576 -0.33654 -4.36220
C: 2.32017 3.01957 -4.30662
H: 3.54352 1.60934 -3.20176
H: 2.07157 2.16739 -2.35273
H: 2.76287 2.78891 -5.28461
H: 2.84477 3.89293 -3.90733
H: 1.26216 3.28184 -4.43998
C: 2.89212 -0.02092 -5.77664
H: 1.75238 -1.18722 -4.36500
H: 3.31372 -0.60892 -3.74037
H: 2.04994 0.29988 -6.40476
H: 3.31684 -0.93093 -6.21211
H: 3.67440 0.74839 -5.79613
H: -0.71541 0.31050 -1.68962
N: -1.49148 -1.27425 2.20164
C: -0.97745 -1.69901 3.36065
C: 0.26566 -1.28260 3.86336
C: 0.98198 -0.12147 3.55029
C: -1.77855 -2.70933 4.13726
H: -1.94775 -3.62515 3.55197
H: -2.75781 -2.30596 4.42979
H: -1.23780 -2.97815 5.04869
C: 2.21647 0.22857 4.33986
H: 2.00690 1.03099 5.06168
H: 3.02830 0.57352 3.67980
H: 2.57232 -0.64229 4.89998
N: 0.58949 0.77009 2.62203
C: -2.78707 -1.68972 1.74118
C: -2.88978 -2.61843 0.67932
C: -1.68194 -3.26223 0.07363
C: -4.14561 -2.96456 0.18402
H: -4.19760 -3.67370 -0.64779
C: -5.29794 -2.41869 0.74800
H: -6.27634 -2.69177 0.35566
C: -5.19908 -1.51894 1.80983
H: -6.09471 -1.08272 2.25758
C: -3.95584 -1.14572 2.31826
C: -3.89935 -0.15666 3.43799
C: 0.92513 2.14942 2.72804
C: 1.80465 2.74358 1.79557
C: 2.52126 1.90689 0.78146
C: 2.08477 4.10523 1.89450
H: 2.73300 4.55843 1.14297
C: 1.56996 4.85628 2.94909
H: 1.82099 5.91313 3.03457
C: 0.73422 4.26168 3.89472
H: 0.33796 4.84778 4.72915
C: 0.37736 2.91852 3.78473
C: -0.59883 2.31052 4.74486
In: -0.31868 -0.06984 0.81898
H: -1.53139 -2.93639 -0.96728
H: -1.79088 -4.35816 0.04793
H: -0.76910 -3.04585 0.63640
H: -2.93092 -0.14020 3.94456
H: -4.66962 -0.37778 4.19090
H: -4.09199 0.86160 3.06278
H: 3.08000 2.53863 0.07822
H: 1.84054 1.30602 0.15929
H: 3.23787 1.21124 1.24672
H: -1.46997 1.89846 4.21521
H: -0.97286 3.08207 5.42860
H: -0.15148 1.51680 5.35966
H: 0.65159 -1.86495 4.70052
C: 0.86262 -0.81190 -0.88817
Si: 2.20122 -2.07072 -0.42688
H: 0.26010 -1.38473 -1.60262
H: 1.34851 -0.00636 -1.45435
C: 2.09327 -3.44297 -1.70380
C: 2.01019 -2.84742 1.26301
C: 3.89085 -1.27862 -0.49702
H: 3.96989 -0.52200 -1.28913
H: 4.62598 -2.07177 -0.70076
H: 4.15054 -0.81285 0.46354
H: 1.08286 -3.87192 -1.76085
H: 2.78481 -4.24420 -1.40828
H: 2.37296 -3.08871 -2.70586
H: 0.99565 -3.19385 1.49435
H: 2.32559 -2.16416 2.06336
H: 2.67284 -3.72792 1.28288
Se: -3.60733 3.35710 2.09242
C: -2.51737 2.30694 1.19211
N: -1.77775 1.57684 0.60343

Electronic energy, eV: -123140.42459
Frontier orbital gap, eV: 7.992
Highest occupied orbital energy, eV: -10.077
Net charge: +1

***

ORCA calculation (ωB97M-V/def2-TZVPD) on a molecular structure, C34H57MgN3O2SSi in a non-equilibrium geometry.

Cartesian coordinates (Å):
O: -0.52239 3.87629 -0.83223
O: 1.77276 4.49120 -1.60081
C: -1.54544 4.09610 -1.92835
C: -2.91005 3.81648 -1.36449
H: -1.24747 3.38730 -2.70687
H: -1.42637 5.12932 -2.27794
H: -3.01394 2.77275 -1.03953
H: -3.64721 3.98720 -2.15290
H: -3.16612 4.47898 -0.53047
C: -0.66094 4.76133 0.38653
C: -0.61246 6.22448 0.04803
H: 0.16573 4.43594 1.02080
H: -1.61313 4.45249 0.82027
H: 0.29320 6.50334 -0.50883
H: -0.59590 6.79248 0.98613
H: -1.49688 6.53900 -0.51861
C: 2.90812 4.38317 -0.70262
C: 2.04278 4.74713 -3.00071
C: 3.14704 5.66712 0.05018
H: 3.78329 4.08840 -1.29675
H: 2.66091 3.56678 -0.01267
H: 3.40763 6.48825 -0.62755
H: 3.98518 5.52222 0.73727
H: 2.27260 5.95341 0.64729
C: 2.43708 6.18206 -3.25066
H: 1.11181 4.49380 -3.52151
H: 2.82374 4.04740 -3.32917
H: 1.72765 6.88379 -2.79496
H: 2.43800 6.36178 -4.32848
H: 3.44447 6.39155 -2.87755
H: 0.45538 4.01445 -1.20804
N: -1.27281 -1.80069 -0.64902
C: -0.79618 -2.98887 -1.01481
C: 0.57551 -3.33137 -0.96576
C: 1.64232 -2.70039 -0.28759
C: -1.75408 -4.00512 -1.58531
H: -2.12382 -3.67890 -2.57035
H: -2.62902 -4.13448 -0.93384
H: -1.25700 -4.97041 -1.70043
C: 3.02967 -3.26993 -0.47762
H: 3.41474 -3.71486 0.45054
H: 3.74248 -2.49631 -0.79946
H: 3.00899 -4.04451 -1.24794
N: 1.49450 -1.65030 0.52970
C: -2.64988 -1.47343 -0.80233
C: -3.08294 -0.77506 -1.96087
C: -2.14855 -0.47852 -3.09639
C: -4.41623 -0.38531 -2.06216
H: -4.72257 0.19279 -2.93850
C: -5.33816 -0.73576 -1.07404
H: -6.38002 -0.43216 -1.16979
C: -4.92619 -1.47589 0.03560
H: -5.64607 -1.78436 0.79747
C: -3.59024 -1.84947 0.18133
C: -3.20501 -2.66923 1.36940
C: 2.34216 -1.39777 1.63845
C: 3.31584 -0.36348 1.60190
C: 3.61727 0.36429 0.32861
C: 3.98711 -0.01048 2.77215
H: 4.67963 0.83422 2.73713
C: 3.79582 -0.72738 3.95253
H: 4.32661 -0.43953 4.85863
C: 2.92503 -1.81571 3.96534
H: 2.79942 -2.41915 4.86938
C: 2.19291 -2.15459 2.83114
C: 1.28177 -3.33820 2.86722
Mg: 0.05713 -0.30099 -0.17366
H: -2.03104 0.60691 -3.23955
H: -2.52592 -0.89257 -4.04854
H: -1.15574 -0.90033 -2.91538
H: -2.18318 -3.04499 1.31249
H: -3.89003 -3.52576 1.46640
H: -3.27965 -2.07296 2.29170
H: 4.11519 1.31215 0.56927
H: 2.72211 0.60012 -0.26086
H: 4.29786 -0.19361 -0.33229
H: 0.38889 -3.19435 2.25397
H: 0.93907 -3.50523 3.89603
H: 1.81119 -4.23881 2.51447
H: 0.84409 -4.22966 -1.51886
C: 0.68008 0.94464 -1.79242
Si: 1.52881 0.26630 -3.33376
H: -0.25120 1.44935 -2.07914
H: 1.31281 1.70755 -1.31558
C: 0.86002 1.23840 -4.80178
C: 1.27510 -1.55550 -3.72241
C: 3.37711 0.51955 -3.12536
H: 3.60213 1.49782 -2.68057
H: 3.88441 0.46052 -4.09747
H: 3.80883 -0.25613 -2.47775
H: -0.23835 1.23792 -4.80880
H: 1.19644 0.78460 -5.74228
H: 1.19537 2.28363 -4.78101
H: 0.24396 -1.90651 -3.60552
H: 1.90908 -2.19267 -3.09176
H: 1.55387 -1.73420 -4.77215
S: -1.44777 -0.85467 4.12141
C: -1.05767 -0.22082 2.70321
N: -0.75772 0.20407 1.62843

Electronic energy, eV: -68907.27497
Frontier orbital gap, eV: 6.544
ΔE to the lowest compared entry with this formula, charge and spin, eV: 0.0000
Highest occupied orbital energy, eV: -6.707